{
  "formula": "C8H30FN12O7",
  "method": "ωB97M-V with the def2-TZVPD basis set",
  "species": ["F", "C", "C", "O", "H", "H", "H", "H", "H", "H", "C", "O", "N", "N", "H", "H", "H", "H", "C", "O", "N", "N", "H", "H", "H", "H", "C", "O", "N", "N", "H", "H", "H", "H", "C", "O", "N", "N", "H", "H", "H", "H", "C", "O", "N", "N", "H", "H", "H", "H", "C", "O", "N", "N", "H", "H", "H", "H"],
  "coordinates": [[0.2219, 0.2189, -0.5467], [-3.9845, -4.3533, 0.9522], [-2.6793, -3.6334, 0.6869], [-2.5924, -2.2300, 1.0303], [-4.1777, -5.1096, 0.1914], [-4.7407, -3.6184, 0.6762], [-4.2291, -4.6272, 1.9785], [-2.3879, -3.6094, -0.3632], [-1.8150, -4.1452, 1.1102], [-1.8330, -1.9040, 0.5418], [2.9975, -3.2794, -2.8489], [3.4947, -3.9615, -3.6613], [2.5158, -2.0833, -3.0713], [2.7759, -3.7377, -1.6338], [2.6829, -1.7987, -4.0259], [2.0628, -1.6382, -2.2860], [3.0744, -4.6887, -1.4710], [2.1119, -3.2584, -1.0426], [-4.4920, 0.7520, -2.8125], [-5.3978, 1.1819, -3.4665], [-4.6166, -0.0557, -1.8361], [-3.2456, 1.0438, -3.0409], [-3.8655, -0.4907, -1.3197], [-5.5891, -0.2888, -1.6946], [-2.5139, 0.6310, -2.4803], [-3.2480, 1.8880, -3.5954], [0.3491, 4.3882, -2.9124], [0.5977, 5.4882, -3.4335], [-0.6386, 4.2330, -2.0513], [0.8379, 3.2615, -3.3249], [-0.9317, 3.2794, -1.8938], [-1.0749, 5.0545, -1.6577], [1.6170, 3.2453, -3.9675], [0.6733, 2.4965, -2.6863], [4.2510, 2.5060, 0.8790], [5.1349, 2.6146, 1.7007], [3.8512, 1.3555, 0.3910], [3.4227, 3.4926, 0.5958], [3.0473, 1.4231, -0.2167], [4.1477, 0.4324, 0.6743], [3.5812, 4.3968, 1.0169], [2.6440, 3.2810, -0.0116], [-1.8115, 2.9598, 3.2095], [-2.6294, 3.4168, 3.9302], [-2.0796, 2.3010, 2.1075], [-0.5133, 2.8355, 3.3018], [-1.4790, 1.6506, 1.6214], [-3.0674, 2.3332, 1.8994], [-0.0259, 2.2685, 2.6227], [-0.0602, 3.1973, 4.1288], [2.8955, -2.3940, 3.2785], [3.8197, -2.3602, 2.5553], [1.7988, -1.7013, 2.9226], [2.8457, -2.9840, 4.3463], [1.6883, -1.2993, 2.0027], [1.0128, -1.7124, 3.5568], [1.9949, -3.0086, 4.8900], [3.5710, -3.6557, 4.5533]],
  "e_tot_ha": -1606.6069,
  "gap_ev": 8.74,
  "homo_energy_ev": -6.635,
  "charge": -1,
  "e_lumo_ev": 2.107
}

---

{
  "formula": "C4H6N4",
  "method": "ωB97M-V with the def2-TZVPD basis set",
  "species": ["C", "C", "C", "C", "H", "H", "H", "H", "H", "H", "N", "N", "N", "N"],
  "coordinates": [[-1.8080, 0.4169, -0.0767], [-0.0141, -1.2939, -0.3054], [1.8130, -0.2487, 0.2991], [0.6144, 0.7523, -0.0599], [-2.5774, -1.2458, 0.3490], [-2.0724, 1.4775, -0.3471], [-0.6648, -2.1536, -0.6222], [2.6501, 0.0996, -0.2276], [2.2023, -0.4788, 1.2867], [1.3187, 2.4994, 0.1586], [-2.7681, -0.2871, 0.2704], [-0.4834, -0.0063, -0.3598], [1.2333, -1.4921, -0.1644], [0.5564, 1.9606, -0.2006]],
  "e_tot_ha": -374.9901,
  "gap_ev": 10.23,
  "smiles": "[H]/N=C\\N1C=NC/C1=N\\[H]",
  "homo_energy_ev": -9.392,
  "e_lumo_ev": 0.842
}

---

{
  "formula": "C51H65N11O17",
  "method": "ωB97M-V with the def2-TZVPD basis set",
  "species": ["C", "C", "C", "C", "C", "C", "N", "O", "O", "H", "H", "H", "H", "H", "C", "C", "C", "C", "C", "C", "N", "O", "O", "H", "H", "H", "H", "H", "C", "C", "C", "C", "C", "C", "N", "O", "O", "H", "H", "H", "H", "H", "C", "C", "C", "C", "C", "C", "N", "O", "O", "H", "H", "H", "H", "H", "C", "C", "C", "C", "C", "C", "N", "O", "O", "H", "H", "H", "H", "H", "C", "C", "C", "C", "C", "C", "N", "O", "O", "H", "H", "H", "H", "H", "C", "O", "N", "C", "C", "H", "H", "H", "H", "H", "H", "H", "C", "O", "N", "C", "C", "H", "H", "H", "H", "H", "H", "H", "C", "O", "N", "C", "C", "H", "H", "H", "H", "H", "H", "H", "C", "O", "N", "C", "C", "H", "H", "H", "H", "H", "H", "H", "C", "O", "N", "C", "C", "H", "H", "H", "H", "H", "H", "H"],
  "coordinates": [[-0.2295, -3.3485, 3.6036], [0.9608, -4.0410, 3.4518], [2.0523, -3.8164, 4.3313], [1.8263, -2.9089, 5.3047], [0.6777, -2.2683, 5.5429], [-0.3712, -2.4860, 4.6744], [3.0560, -2.5142, 6.2044], [2.9038, -1.6971, 7.0768], [4.1270, -3.1180, 5.9726], [-1.0400, -3.4846, 2.9057], [1.0310, -4.6654, 2.5627], [3.0262, -4.2238, 4.1507], [0.6631, -1.5797, 6.3712], [-1.2979, -1.9605, 4.8518], [5.2113, 4.4337, 0.9435], [3.8687, 4.4280, 1.1715], [3.3295, 3.5509, 2.1003], [4.1635, 2.7135, 2.7840], [5.5425, 2.6759, 2.5939], [6.0339, 3.5020, 1.6105], [3.6292, 1.7302, 3.7326], [4.4144, 0.9353, 4.2307], [2.3964, 1.6926, 3.9194], [5.6538, 5.1596, 0.2949], [3.2334, 5.1402, 0.6617], [2.2682, 3.3815, 2.2289], [6.1604, 2.0324, 3.2067], [7.1015, 3.6160, 1.4575], [-0.7324, 4.4633, -5.4073], [-0.8341, 5.6657, -4.6701], [-0.2645, 5.7274, -3.4334], [0.2356, 4.5520, -2.8965], [0.2841, 3.3624, -3.5300], [-0.3175, 3.3242, -4.7643], [0.7703, 4.5970, -1.4122], [0.5193, 5.6136, -0.7818], [1.4214, 3.6574, -0.9260], [-0.9911, 4.3875, -6.4608], [-1.3101, 6.5085, -5.1448], [-0.1637, 6.5972, -2.8114], [0.6523, 2.5390, -2.9532], [-0.4027, 2.3689, -5.2544], [-7.7827, 1.9955, -0.1150], [-8.4626, 2.3818, -1.2791], [-8.0874, 1.9713, -2.5285], [-7.0723, 1.0415, -2.6941], [-6.3630, 0.5914, -1.5726], [-6.7278, 1.1028, -0.2760], [-6.7720, 0.5812, -4.0879], [-5.9461, -0.3179, -4.2117], [-7.2904, 1.0863, -5.0460], [-8.0791, 2.4201, 0.8482], [-9.3022, 3.0722, -1.2406], [-8.5810, 2.4236, -3.3788], [-5.5442, -0.1015, -1.7283], [-6.1589, 0.8015, 0.6015], [-4.4766, -4.1689, -1.7992], [-3.4631, -4.3531, -0.8430], [-3.4667, -3.6264, 0.3214], [-4.5364, -2.7589, 0.5670], [-5.5558, -2.5910, -0.3659], [-5.4749, -3.2494, -1.5977], [-4.5963, -2.0379, 1.9220], [-3.7468, -2.3010, 2.7755], [-5.4699, -1.1942, 2.0848], [-4.5113, -4.7360, -2.7133], [-2.6869, -5.0844, -0.9868], [-2.7285, -3.7837, 1.0909], [-6.3071, -1.8260, -0.1618], [-6.2153, -3.0548, -2.3652], [0.8228, 0.0408, 1.4161], [1.2337, 0.2888, 0.1083], [0.3276, 0.1797, -0.9540], [-1.0072, -0.0287, -0.6500], [-1.4335, -0.2584, 0.6726], [-0.4863, -0.2745, 1.6747], [-2.0377, 0.0108, -1.7359], [-1.7768, 0.6126, -2.7440], [-3.1225, -0.5141, -1.4627], [1.5241, 0.0535, 2.2547], [2.2727, 0.5009, -0.1196], [0.5143, 0.2777, -2.0075], [-2.4686, -0.4236, 0.9324], [-0.7620, -0.4424, 2.7168], [5.1705, -0.0668, -2.4585], [5.4720, -0.7353, -3.4379], [4.5066, 1.1248, -2.5481], [4.4090, 2.0858, -1.4678], [4.1175, 1.7104, -3.8228], [5.3649, -0.3847, -1.4178], [4.9440, 3.0046, -1.7210], [4.8768, 1.6719, -0.5550], [3.3600, 2.3657, -1.2248], [3.1266, 2.1695, -3.7170], [4.7730, 2.5164, -4.1576], [4.0280, 0.9441, -4.6006], [1.6201, -2.2744, -3.0991], [1.0728, -1.8988, -4.1241], [0.9427, -2.9495, -2.1617], [1.5539, -3.2455, -0.8488], [-0.4816, -3.2531, -2.2713], [2.6775, -2.1073, -2.8668], [2.5962, -2.8882, -0.8999], [1.5570, -4.3441, -0.6916], [1.0532, -2.7761, 0.0022], [-1.0464, -2.9070, -1.3782], [-0.9221, -2.7628, -3.1424], [-0.6760, -4.3476, -2.3501], [-1.8223, -3.2278, -6.2788], [-1.9223, -4.2357, -6.9752], [-2.8811, -2.6210, -5.7072], [-2.7615, -1.4537, -4.8548], [-4.2262, -3.1090, -5.8947], [-0.8005, -2.8498, -6.0009], [-3.0173, -1.7804, -3.8311], [-3.3261, -0.5441, -5.0788], [-1.6789, -1.2407, -4.7833], [-4.7467, -3.2376, -4.9391], [-4.8020, -2.2990, -6.3396], [-4.2334, -4.0389, -6.4828], [-0.6821, 1.7777, 4.8379], [-1.4575, 0.8566, 4.5405], [-0.5362, 2.1710, 6.0796], [-1.2241, 1.5047, 7.2077], [0.4873, 3.0993, 6.4995], [-0.0345, 2.2708, 4.1014], [-1.7158, 2.2416, 7.8477], [-0.4646, 1.0700, 7.8357], [-1.9244, 0.7419, 6.8492], [0.2383, 3.7139, 7.3522], [1.3099, 2.4785, 6.8943], [0.9125, 3.6904, 5.6846], [4.4038, -1.6291, 1.7262], [4.1556, -1.5847, 0.5200], [5.6341, -1.3281, 2.2489], [5.9390, -1.4346, 3.6719], [6.7748, -0.9728, 1.3977], [3.7106, -1.9112, 2.5278], [6.2476, -0.5202, 4.1644], [6.6969, -2.2347, 3.6909], [5.1151, -1.8189, 4.2612], [7.5364, -1.7466, 1.4436], [6.3985, -1.0315, 0.3627], [7.1468, 0.0312, 1.5652]],
  "e_tot_ha": -3863.1994,
  "gap_ev": 7.41,
  "smiles": "O=[N+]([O-])c1ccccc1.O=[N+]([O-])c1ccccc1.O=[N+]([O-])c1ccccc1.O=[N+]([O-])c1ccccc1.O=[N+]([O-])c1ccccc1.O=[N+]([O-])c1ccccc1.CN(C)C=O.CN(C)C=O.CN(C)C=O.CN(C)C=O.CN(C)C=O",
  "homo_energy_ev": -8.615,
  "e_lumo_ev": -1.206
}

---

{
  "formula": "C5H12O",
  "method": "ωB97M-V with the def2-TZVPD basis set",
  "species": ["C", "C", "C", "H", "H", "H", "H", "H", "H", "C", "O", "C", "H", "H", "H", "H", "H", "H"],
  "coordinates": [[-1.8114, -0.3780, -1.4102], [-1.2579, -1.5011, -0.5811], [-1.9846, -2.2452, 0.2455], [-2.1065, -0.7186, -2.4078], [-2.6560, 0.1151, -0.9301], [-1.0237, 0.3542, -1.5743], [-0.1961, -1.7311, -0.6560], [-1.5489, -3.0610, 0.8065], [-3.0465, -2.0366, 0.3512], [1.7853, 1.6557, 0.8675], [0.8207, 2.0137, -0.1305], [2.1531, 0.1766, 0.8529], [2.6076, 2.2972, 0.5996], [1.4505, 1.9979, 1.8492], [-0.1001, 1.7962, 0.0575], [1.3202, -0.4092, 0.4846], [3.0365, -0.0067, 0.2417], [2.3895, -0.1393, 1.8673]],
  "e_tot_ha": -272.8950,
  "gap_ev": 10.73,
  "smiles": "C=CC.CCO",
  "homo_energy_ev": -9.737,
  "e_lumo_ev": 0.998
}